No. 1
C32H34ClOPRu as an isolated structure in a non-equilibrium geometry, computed with ωB97M-V/def2-TZVPD.

Element x y z (Å)
Ru: 0.000 0.000 0.000
Cl: 0.187 0.585 -4.976
P: 0.274 0.500 3.797
O: 0.182 0.282 2.194
C: 3.783 -0.618 5.739
C: -2.137 -1.134 0.500
C: 2.121 0.198 4.269
C: 1.643 1.389 -7.131
C: 4.191 -1.502 4.727
C: 2.440 -0.353 0.440
C: 3.840 -1.142 3.441
C: -0.630 2.696 5.339
C: 2.761 0.281 5.468
C: 2.230 -0.680 -0.925
C: 1.089 -2.189 0.357
C: -0.328 2.559 7.764
C: -2.124 -0.427 5.369
C: -3.785 -1.957 4.622
C: 3.021 0.010 3.323
C: -0.071 1.445 5.262
C: 0.039 -0.514 -7.463
C: -3.343 -1.047 5.552
C: -0.829 1.824 -7.176
C: -1.147 -0.819 4.384
C: 0.228 0.706 6.436
C: 1.734 -1.284 1.235
C: -2.267 -0.601 -0.808
C: 0.266 0.840 -6.824
C: -2.123 1.141 0.670
C: -1.567 -1.933 3.565
C: 1.387 -1.812 -0.977
C: -2.042 -0.057 1.415
C: -2.264 0.808 -0.701
C: -0.782 3.248 6.616
C: 0.170 1.273 7.665
C: -2.930 -2.362 3.604
H: 0.524 0.690 8.507
H: -0.820 2.004 -8.252
H: 1.734 1.555 -8.206
H: 2.644 0.535 2.563
H: -2.100 2.139 1.074
H: -1.959 -0.136 2.486
H: -2.116 -2.180 0.755
H: -1.808 1.438 -6.904
H: 3.049 0.452 0.817
H: -3.369 -2.956 2.803
H: 0.077 -0.411 -8.548
H: -2.377 -1.168 -1.717
H: 4.136 -0.643 6.736
H: 1.810 2.337 -6.625
H: 0.477 -3.025 0.653
H: 0.804 -1.224 -7.161
H: 1.721 -1.321 2.311
H: -2.356 1.508 -1.513
H: -0.681 2.775 -6.671
H: -4.812 -2.298 4.671
H: 2.421 0.694 -6.827
H: -0.378 2.995 8.740
H: 2.422 0.946 6.197
H: -0.992 -2.225 2.701
H: -1.233 4.215 6.715
H: -0.952 3.205 4.440
H: 1.058 -2.317 -1.869
H: 4.840 -2.344 4.890
H: -3.988 -0.711 6.354
H: -0.933 -0.918 -7.193
H: -2.074 0.438 5.998
H: 4.174 -1.735 2.583
H: 2.649 -0.167 -1.774
H: 0.582 -0.331 6.382

For the largest force on an atom, the calculation gives 7.11 eV/A. The spin multiplicity is 5. The LUMO energy (alpha / beta) comes out at -7.03 / -10.84 eV. The total charge is +2. As for the HOMO-LUMO gap (alpha / beta): 0.214 / 0.113 Eh.

Atom charges from the natural (NBO) analysis, given in e for atoms 1 to 2: atom 1 (Ru): 0.999, atom 2 (Cl): -0.181



No. 2
C51H45Cl2EuN3O3P2S as an isolated structure in a non-equilibrium geometry, computed with ωB97M-V/def2-TZVPD.

Element x y z (Å)
Eu: 11.353 14.173 13.500
Cl: 11.543 18.894 12.723
Cl: 8.572 18.915 12.054
S: 13.540 14.722 14.941
P: 10.249 11.656 15.398
P: 9.866 11.877 10.950
O: 9.446 16.094 12.740
O: 8.764 10.304 13.332
O: 11.485 16.225 11.864
N: 13.408 14.185 11.636
N: 13.580 15.089 10.690
N: 11.198 15.706 15.543
C: 13.408 11.056 17.937
C: 11.592 9.554 10.996
C: 14.829 15.020 10.169
C: 9.524 12.736 9.384
C: 8.773 14.205 7.097
C: 13.204 11.968 18.999
C: 8.791 12.626 15.919
C: 12.084 12.811 18.947
C: 8.592 10.485 10.953
C: 9.664 12.182 8.082
C: 8.268 9.798 12.173
C: 9.692 9.192 16.613
C: 6.501 14.118 16.486
C: 8.726 14.762 8.363
C: 7.522 8.668 12.129
C: 9.564 9.975 15.478
C: 10.348 16.674 12.148
C: 11.184 12.728 17.879
C: 10.321 16.371 16.308
C: 13.796 9.553 10.061
C: 9.105 7.962 16.708
C: 8.085 12.363 17.111
C: 10.673 16.987 17.494
C: 15.339 16.018 9.235
C: 12.495 10.954 16.893
C: 12.904 16.196 17.142
C: 8.368 13.626 15.082
C: 14.557 13.530 11.774
C: 11.393 10.922 10.621
C: 7.184 8.931 9.768
C: 12.785 8.918 10.744
C: 6.941 13.076 17.365
C: 10.181 18.160 11.761
C: 8.169 8.267 14.489
C: 7.259 7.819 13.362
C: 12.004 16.907 17.881
C: 6.973 8.255 10.922
C: 8.031 10.054 9.786
C: 9.055 14.024 9.471
C: 11.351 11.778 16.855
C: 8.343 7.472 15.630
C: 7.241 14.417 15.362
C: 9.169 12.863 6.948
C: 5.789 7.973 13.841
C: 8.822 9.513 14.422
C: 12.451 15.600 15.961
C: 7.577 6.327 13.009
C: 15.483 14.019 10.863
C: 13.596 10.851 9.621
C: 14.692 12.367 12.738
C: 12.428 11.528 9.948
H: 16.353 15.844 8.902
H: 9.297 16.450 15.931
H: 13.983 12.352 13.573
H: 10.347 9.544 17.445
H: 14.319 11.444 9.090
H: 5.559 9.059 13.896
H: 9.946 17.557 18.082
H: 8.446 14.822 6.271
H: 13.934 16.127 17.362
H: 6.314 12.908 18.249
H: 5.051 7.595 13.138
H: 8.235 10.497 8.853
H: 14.723 16.133 8.355
H: 12.856 7.869 10.996
H: 9.273 12.414 6.001
H: 8.422 15.784 8.512
H: 13.931 12.102 19.823
H: 10.359 13.450 17.854
H: 6.958 5.933 12.194
H: 10.002 11.176 7.985
H: 9.158 7.415 17.649
H: 14.747 9.059 9.848
H: 10.824 9.024 11.516
H: 11.932 13.555 19.710
H: 12.883 15.822 10.608
H: 12.661 10.252 16.088
H: 15.694 12.439 13.184
H: 7.016 15.181 14.639
H: 14.295 10.427 18.019
H: 7.910 6.474 15.750
H: 10.451 18.284 10.713
H: 14.621 11.419 12.216
H: 6.388 7.339 10.985
H: 8.875 13.825 14.129
H: 12.376 12.557 9.626
H: 8.352 11.515 17.702
H: 16.449 13.581 10.664
H: 6.861 8.555 8.769
H: 7.487 5.649 13.859
H: 5.635 14.663 16.753
H: 5.605 7.485 14.788
H: 15.336 17.004 9.768
H: 8.636 6.195 12.725
H: 9.008 14.526 10.451
H: 12.254 17.398 18.823

For the largest force on an atom, the calculation gives 2.51 eV/A. The spin multiplicity is 8. The LUMO energy (alpha / beta) comes out at 0.50 / 0.50 eV. As for the HOMO-LUMO gap (alpha / beta): 0.267 / 0.279 Eh. The calculation puts the energy above the lowest of the compared OMol25 structures with the same formula, charge and spin at 0.00 kcal/mol.

Atom charges from the Löwdin analysis, given in e for atoms 1 to 2: atom 1 (Eu): 1.313, atom 2 (Cl): 0.583



No. 3
C16H36N4O16Zr as an isolated structure in a non-equilibrium geometry, computed with ωB97M-V/def2-TZVPD.

Element x y z (Å)
Zr: -1.249 1.083 -3.215
O: -1.319 1.178 -1.022
O: -0.157 -0.746 4.673
O: 0.662 0.154 -2.682
O: -1.225 -4.217 1.022
O: -0.980 3.376 -3.549
O: 1.039 3.585 -5.736
O: 1.337 4.157 0.118
O: -2.285 -3.168 -3.676
O: 4.127 2.179 2.137
O: 0.101 4.204 1.892
O: -3.137 -4.447 0.052
O: 0.312 -2.477 3.355
O: -1.936 -1.024 -3.200
O: 3.234 0.313 1.700
O: 0.286 2.514 4.479
O: -1.301 3.903 4.779
N: -2.308 -3.819 0.686
N: 3.892 1.278 1.367
N: -0.867 2.871 4.322
N: 1.158 4.307 1.314
C: 1.133 -1.725 2.462
C: -0.104 -3.092 -4.820
C: 4.197 1.458 -0.085
C: 1.789 -2.589 1.404
C: -4.192 -1.873 -3.200
C: 1.405 3.214 -4.518
C: -1.707 2.112 3.339
C: 2.227 5.011 2.076
C: -1.276 -2.816 5.068
C: -2.675 -2.413 1.039
C: 0.707 -0.220 -1.308
C: -0.168 0.667 -0.360
C: 0.414 3.607 -3.332
C: -0.256 -1.928 4.403
C: -0.895 -3.509 -3.587
C: -2.696 -1.983 -3.336
H: 0.377 1.527 0.045
H: -0.415 0.121 0.557
H: -2.568 1.769 3.919
H: -2.150 2.807 2.634
H: -4.612 -1.246 -3.979
H: 1.848 -1.168 3.069
H: 2.365 3.658 -4.192
H: -4.380 -1.536 -2.179
H: 0.403 -1.276 -1.277
H: -3.139 -2.436 2.020
H: 1.056 -3.118 0.799
H: 3.636 2.339 -0.393
H: 5.277 1.473 -0.190
H: 2.526 4.394 2.921
H: -1.704 -1.922 1.102
H: 0.658 2.951 -2.487
H: -0.763 -3.634 5.577
H: -4.548 -2.902 -3.164
H: -1.915 -2.303 5.779
H: 3.097 5.215 1.459
H: 3.789 0.643 -0.676
H: 1.523 2.107 -4.376
H: 0.830 -3.650 -4.931
H: 2.426 -3.302 1.925
H: -1.177 1.243 2.973
H: 0.425 -0.984 2.075
H: 1.729 -0.261 -0.919
H: 2.315 -1.829 0.829
H: -0.372 -3.265 -2.663
H: -1.927 -3.271 4.319
H: 0.225 -2.052 -4.780
H: 1.892 5.977 2.443
H: 0.613 4.666 -3.166
H: -3.239 -1.939 0.245
H: -0.577 -3.325 -5.775
H: -0.809 -4.596 -3.603

For the largest force on an atom, the calculation gives 7.66 eV/A. The LUMO energy comes out at -2.04 eV. As for the HOMO-LUMO gap: 0.136 Eh. The calculation puts the energy above the lowest of the compared OMol25 structures with the same formula, charge and spin at 34.23 kcal/mol.

Atom charges from the Löwdin analysis, given in e for atoms 1 to 2: atom 1 (Zr): 2.009, atom 2 (O): -0.372



No. 4
A 2-piece molecular cluster, CH6OSSi overall in a non-equilibrium geometry, computed with ωB97M-V/def2-TZVPD.

Element x y z (Å)
S: -0.872 -2.556 0.920
Si: 1.725 -4.231 0.137
O: 0.497 -3.296 0.258
C: -1.104 2.424 0.038
H: 2.404 -4.045 -1.123
H: -1.951 2.472 0.710
H: 2.152 -5.181 1.143
H: -0.278 1.938 0.536
H: -1.378 1.857 -0.842
H: -0.814 3.426 -0.250

For the largest force on an atom, the calculation gives 1.07 eV/A. The LUMO energy (alpha / beta) comes out at -1.56 / -1.60 eV. As for the HOMO-LUMO gap (alpha / beta): 0.221 / 0.217 Eh. The calculation puts the energy above the lowest of the compared OMol25 structures with the same formula, charge and spin at 3.52 kcal/mol.

Atom charges from the natural (NBO) analysis, given in e for atoms 1 to 2: atom 1 (S): -0.116, atom 2 (Si): 1.472